No. 1
{
  "formula": "C4H6N2",
  "method": "ωB97M-V/def2-TZVPD",
  "symbols": ["N", "C", "C", "C", "C", "N", "H", "H", "H", "H", "H", "H"],
  "xyz": [[-1.989157, -0.741248, -1.411796], [-1.478948, 0.025536, -0.708696], [-0.856981, 1.012670, 0.179858], [0.182347, 0.400739, 1.097012], [0.917518, -1.416119, -1.065219], [1.231306, 1.055895, 1.361735], [-0.379995, 1.794842, -0.417249], [-1.646528, 1.483247, 0.779391], [-0.068991, -0.583622, 1.503776], [1.161390, -1.019939, -2.074144], [0.940151, -2.515590, -1.220815], [1.821415, 0.519103, 1.998967]],
  "forces_ev_per_angstrom": [[0.59, 0.69, 0.67], [-0.40, -0.67, -0.61], [0.03, 0.09, -0.03], [0.12, 0.20, 0.08], [0.14, -0.23, -0.36], [-0.29, -0.32, 0.04], [-0.08, -0.09, 0.07], [0.09, -0.10, -0.08], [0.10, 0.13, -0.01], [-0.13, 0.00, 0.17], [-0.15, 0.16, 0.04], [-0.03, 0.13, 0.01]],
  "spin_multiplicity": 1,
  "orbital_gap_ha": [0.316, 0.319],
  "charge": 0,
  "total_energy_ha": -265.32648,
  "lumo_energy_ev": [-0.987, -0.978],
  "max_force_ev_per_a": 1.132
}

No. 2
{
  "formula": "C12H35NO5",
  "method": "ωB97M-V/def2-TZVPD",
  "symbols": ["C", "C", "C", "O", "H", "H", "H", "H", "H", "H", "H", "H", "C", "C", "C", "O", "H", "H", "H", "H", "H", "H", "H", "H", "C", "C", "C", "O", "C", "N", "H", "H", "H", "H", "H", "H", "H", "H", "H", "H", "H", "C", "O", "H", "H", "H", "H", "C", "O", "H", "H", "H", "H"],
  "xyz": [[20.092052, -12.946300, -4.284741], [20.519953, -11.835095, -3.324680], [19.505558, -10.740639, -3.225055], [20.651057, -12.492597, -2.103325], [19.863620, -12.497925, -5.251630], [19.124538, -13.382883, -4.036942], [20.762111, -13.799422, -4.391122], [21.492529, -11.426115, -3.598408], [19.360122, -10.060120, -4.064018], [19.813119, -10.037119, -2.451389], [18.520098, -11.050062, -2.876874], [21.453528, -13.016596, -2.158687], [15.346896, -15.373469, -2.360450], [16.591795, -15.549403, -1.478775], [17.298394, -14.169150, -1.154778], [16.157845, -16.033850, -0.232712], [14.738294, -16.276392, -2.409845], [15.735162, -15.171549, -3.358734], [14.686072, -14.559362, -2.062752], [17.284592, -16.240747, -1.958538], [18.045614, -13.859883, -1.885613], [17.842735, -14.176291, -0.210466], [16.550440, -13.398550, -0.968123], [15.724295, -16.885015, -0.328412], [18.008326, -11.984783, 5.283295], [18.900922, -13.158159, 5.722992], [19.858293, -13.643965, 4.599760], [19.064939, -14.234433, 3.498452], [19.901407, -15.021248, 2.645818], [19.604347, -12.768253, 6.895682], [18.604126, -11.143121, 4.930111], [17.349916, -11.630989, 6.076663], [17.402362, -12.338362, 4.449101], [18.207950, -13.959050, 5.980800], [20.601294, -14.335834, 4.996477], [20.413003, -12.803483, 4.182632], [19.323928, -15.189291, 1.736763], [20.157037, -15.995864, 3.061599], [20.798654, -14.518158, 2.285343], [19.997533, -13.534770, 7.422903], [19.013198, -12.330332, 7.587680], [15.588731, -13.860543, 2.345995], [14.603504, -14.373479, 1.497073], [15.102086, -13.685850, 3.305560], [16.320583, -14.650728, 2.513623], [16.080957, -12.992012, 1.908404], [14.976390, -14.952476, 0.828253], [19.564212, -11.708346, 1.201281], [19.769562, -10.840752, 0.108140], [20.502431, -12.246568, 1.336138], [19.441877, -11.147220, 2.127711], [18.789013, -12.462217, 1.064065], [19.894778, -11.448492, -0.624375]],
  "forces_ev_per_angstrom": [[-0.75, 0.61, -1.21], [-0.42, -1.17, -1.77], [-0.43, 1.37, 1.10], [0.21, -0.03, 2.15], [0.48, -0.15, -0.40], [-0.07, 0.16, 0.66], [0.39, 0.32, 0.00], [0.03, 0.16, -0.28], [0.24, -0.64, -0.52], [0.26, -0.01, 0.26], [-0.04, -0.50, -0.24], [-0.01, -0.12, 0.22], [0.87, 0.13, -0.60], [-0.48, 1.85, 0.03], [-0.34, -0.83, 0.06], [0.21, -0.44, 1.33], [0.17, -0.18, 0.02], [-0.38, 0.11, -0.27], [0.25, 0.07, 0.23], [0.15, -0.07, 0.07], [-0.37, 0.03, -0.29], [0.09, -0.67, 0.12], [-0.13, 0.08, -0.49], [-0.06, -0.12, -0.17], [-0.12, -0.38, -0.48], [0.77, 2.83, -1.65], [-0.99, -0.99, -1.47], [1.47, 0.72, 2.10], [-0.43, -0.14, -0.87], [-1.91, -2.44, 0.78], [0.13, -0.08, 0.00], [-0.03, -0.14, 0.06], [-0.07, 0.13, 0.02], [-0.14, -0.94, 0.52], [-0.09, -0.39, 0.01], [-0.09, 0.36, 0.18], [-0.21, -0.11, 0.14], [0.00, 0.08, 0.32], [0.15, 0.32, 0.45], [1.60, -0.34, -0.20], [-0.08, 1.50, 0.01], [0.06, -1.13, -0.18], [-1.12, 0.32, -0.12], [0.12, 0.53, 0.01], [0.50, 0.13, 0.17], [0.04, 0.31, 0.28], [0.50, -0.09, -0.15], [1.16, -0.06, 0.14], [-0.80, -0.01, 0.51], [0.20, -0.47, 0.28], [-0.45, 0.21, -0.16], [-0.38, 0.24, 0.00], [0.33, 0.07, -0.68]],
  "spin_multiplicity": 2,
  "orbital_gap_ha": [0.308, 0.100],
  "charge": 1,
  "total_energy_ha": -908.73311,
  "lumo_energy_ev": [-3.443, -9.096],
  "max_force_ev_per_a": 3.360
}

No. 3
{
  "formula": "C5H8O2",
  "method": "ωB97M-V/def2-TZVPD",
  "symbols": ["C", "C", "C", "O", "H", "H", "H", "H", "H", "H", "C", "C", "O", "H", "H"],
  "xyz": [[-0.216689, 0.642726, 1.743733], [-0.817720, 0.582142, 0.554940], [-1.575503, -0.606814, 0.037519], [-0.793237, 1.677026, -0.263017], [0.311073, 1.540413, 2.048814], [-0.273692, -0.190303, 2.434766], [-2.629111, -0.349042, -0.121570], [-1.165831, -0.948018, -0.922675], [-1.523012, -1.442599, 0.738600], [-0.967337, 1.408801, -1.174467], [2.148368, -0.814039, -0.655049], [1.630775, 0.023225, -1.521389], [1.154618, 0.757973, -2.297409], [2.862390, -1.555793, -0.986515], [1.854911, -0.725691, 0.383723]],
  "forces_ev_per_angstrom": [[-0.10, 0.03, -0.12], [0.03, -0.18, 0.33], [-0.01, -0.03, -0.03], [-0.05, -0.04, -0.12], [-0.08, -0.11, -0.04], [-0.01, 0.10, -0.13], [0.14, -0.01, 0.02], [-0.03, 0.08, 0.12], [0.01, 0.15, -0.08], [-0.01, 0.07, 0.14], [-0.03, 0.09, -0.05], [-0.27, 0.42, -0.51], [0.45, -0.69, 0.66], [-0.09, 0.10, -0.02], [0.04, 0.03, -0.16]],
  "smiles": "C=C(C)O.C=C=O",
  "spin_multiplicity": 1,
  "orbital_gap_ha": 0.357,
  "charge": 0,
  "total_energy_ha": -345.73808,
  "lumo_energy_ev": 0.794,
  "max_force_ev_per_a": 1.055
}

No. 4
{
  "formula": "C12H30FN9O21",
  "method": "ωB97M-V/def2-TZVPD",
  "symbols": ["O", "C", "O", "C", "C", "F", "O", "H", "H", "H", "C", "N", "O", "O", "H", "H", "H", "C", "N", "O", "O", "H", "H", "H", "C", "N", "O", "O", "H", "H", "H", "C", "N", "O", "O", "H", "H", "H", "C", "N", "O", "O", "H", "H", "H", "C", "N", "O", "O", "H", "H", "H", "C", "N", "O", "O", "H", "H", "H", "C", "N", "O", "O", "H", "H", "H", "C", "N", "O", "O", "H", "H", "H"],
  "xyz": [[-1.547064, -0.495648, 0.812257], [-2.523412, 0.098873, 1.101275], [-3.289880, 0.810860, 0.253467], [-4.140367, 1.668625, 1.036883], [-4.193721, 0.945664, 2.374090], [-5.247900, 0.083488, 2.438703], [-2.992238, 0.215234, 2.379284], [-3.657595, 2.635766, 1.147935], [-5.110103, 1.750695, 0.555011], [-4.205735, 1.592193, 3.247717], [-2.024913, -2.383447, -2.448778], [-2.239627, -2.012450, -3.857259], [-2.240151, -0.832709, -4.150148], [-2.465740, -2.912037, -4.638918], [-1.229944, -1.811755, -1.985335], [-1.729680, -3.428749, -2.424702], [-2.944548, -2.193741, -1.906196], [1.450119, -0.640163, -0.043648], [0.707939, 0.498190, -0.585051], [0.128645, 0.338214, -1.635562], [0.748789, 1.548167, 0.032974], [1.176595, -0.792521, 1.004515], [2.526143, -0.504104, -0.029453], [1.106981, -1.552955, -0.516902], [0.092003, -1.021233, 3.801428], [0.358173, 0.335840, 4.331328], [-0.113628, 1.269099, 3.713950], [1.014363, 0.425754, 5.346729], [0.876667, -1.687422, 4.132025], [0.075920, -0.927873, 2.719127], [-0.900420, -1.338296, 4.108004], [4.958626, -1.564105, 2.398556], [3.767261, -0.776602, 2.798812], [2.727168, -1.383596, 2.973990], [3.918771, 0.416188, 2.975520], [5.604475, -1.556797, 3.272742], [5.510037, -1.083941, 1.593167], [4.616140, -2.523933, 2.034913], [4.796425, 1.863414, -0.441100], [4.815238, 0.696040, -1.358867], [4.710246, -0.406434, -0.832742], [4.896608, 0.893040, -2.539074], [5.005956, 2.760119, -1.012403], [5.505189, 1.694318, 0.358498], [3.777496, 1.925663, -0.058543], [-0.848783, -5.510050, 1.724189], [-0.419474, -4.167119, 1.239776], [0.505020, -4.109855, 0.455634], [-0.999133, -3.207236, 1.701656], [-1.908943, -5.650769, 1.557999], [-0.608697, -5.534593, 2.781703], [-0.262171, -6.239865, 1.174235], [0.564233, -0.354279, -5.041496], [1.346166, -1.123452, -4.065199], [1.107776, -2.314704, -3.939631], [2.191423, -0.510535, -3.459172], [-0.133322, -0.978719, -5.586770], [1.255764, 0.055782, -5.777666], [0.057755, 0.457065, -4.533890], [-2.698994, 2.099862, -3.407247], [-1.976704, 3.348501, -3.803833], [-2.554390, 4.093378, -4.565367], [-0.861161, 3.530074, -3.361468], [-2.098613, 1.578129, -2.677312], [-2.773237, 1.556156, -4.345553], [-3.692915, 2.376248, -3.081002], [-0.589326, 4.108397, 1.620872], [-1.593055, 4.510289, 2.656771], [-1.411264, 5.521427, 3.288273], [-2.550619, 3.769115, 2.794222], [-0.973303, 4.435557, 0.658683], [-0.501626, 3.029194, 1.676840], [0.352283, 4.597069, 1.836532]],
  "forces_ev_per_angstrom": [[0.45, -0.55, -0.30], [-0.37, 0.73, 0.42], [0.00, 0.05, 0.11], [-0.08, -0.24, -0.02], [0.49, 0.44, -0.04], [-0.15, -0.18, -0.02], [-0.20, -0.14, -0.22], [-0.06, 0.03, 0.00], [0.00, -0.05, 0.03], [-0.07, -0.02, 0.00], [0.54, -0.49, 0.67], [-0.28, -0.20, -0.30], [0.04, 0.12, 0.13], [0.12, 0.10, 0.03], [0.04, 0.47, -0.29], [-0.31, -0.01, -0.07], [-0.16, -0.05, -0.07], [-0.37, -1.36, 1.38], [0.36, 0.43, -0.09], [-0.34, 0.06, -0.08], [0.00, -0.11, -0.08], [-0.15, 0.54, -0.14], [-0.01, 0.27, -0.64], [0.36, 0.12, -0.52], [-0.17, -0.16, -0.56], [0.01, -0.20, 0.15], [0.00, 0.20, -0.01], [-0.03, 0.11, 0.01], [-0.20, 0.04, 0.17], [-0.04, -0.09, 0.11], [-0.03, 0.14, 0.24], [0.35, 0.08, -0.35], [0.19, 0.41, -0.05], [0.29, 0.13, -0.19], [-0.14, -0.30, -0.16], [-0.07, -0.46, 0.05], [-0.36, 0.39, 0.02], [0.07, -0.22, 0.43], [-0.41, 0.33, -0.14], [-0.07, -0.32, 0.45], [0.12, 0.18, -0.03], [0.12, 0.06, -0.38], [0.16, -0.07, -0.06], [0.01, -0.08, 0.08], [0.08, -0.08, 0.17], [0.51, -0.26, -0.24], [-0.10, 0.11, 0.18], [-0.04, -0.06, -0.07], [-0.04, -0.05, -0.01], [-0.11, 0.23, 0.02], [-0.11, -0.03, 0.08], [-0.07, -0.02, 0.08], [-0.18, 0.37, -1.12], [-0.01, -0.32, 0.00], [-0.06, 0.27, 0.11], [0.23, -0.06, 0.20], [-0.06, -0.25, 0.36], [0.17, 0.08, 0.29], [0.04, 0.01, 0.21], [0.32, 0.22, -0.62], [-0.05, 0.03, 0.32], [-0.07, 0.11, -0.10], [-0.01, -0.04, -0.01], [-0.02, -0.09, 0.14], [-0.09, -0.25, 0.16], [-0.04, 0.07, 0.15], [-0.01, -0.03, 0.23], [0.27, -0.17, -0.09], [0.05, 0.11, -0.02], [-0.18, -0.01, -0.02], [-0.07, -0.07, -0.03], [0.01, -0.02, -0.12], [-0.02, 0.08, 0.09]],
  "smiles": "O=C1OC[C@@H](F)O1.C[N+](=O)[O-].C[N+](=O)[O-].C[N+](=O)[O-].C[N+](=O)[O-].C[N+](=O)[O-].C[N+](=O)[O-].C[N+](=O)[O-].C[N+](=O)[O-].C[N+](=O)[O-]",
  "spin_multiplicity": 1,
  "orbital_gap_ha": 0.391,
  "charge": 0,
  "total_energy_ha": -2647.12356,
  "lumo_energy_ev": -0.175,
  "max_force_ev_per_a": 1.971
}